(1)
62
Properties=species:S:1:pos:R:3 method="wB97M-V/def2-TZVPD" molar_mass_g_mol=398.4 orbital_gap_ha=0.381 charge=0 smiles="CCOC(=O)C(F)(F)F.CO.CO.CO.CO.CO.CO.CO.CO"
C 2.089 2.841 -2.973
C 2.815 2.581 -1.687
O 4.249 2.480 -2.098
C 5.087 2.054 -1.222
O 4.787 1.832 -0.057
C 6.490 2.009 -1.751
F 7.371 1.688 -0.794
F 6.614 1.114 -2.732
F 6.856 3.201 -2.316
H 1.000 2.950 -2.718
H 2.182 1.962 -3.581
H 2.357 3.782 -3.513
H 2.392 1.724 -1.179
H 2.823 3.436 -1.028
C 1.041 -2.990 2.464
O -0.057 -2.510 1.760
H 1.813 -2.217 2.374
H 0.935 -3.214 3.503
H 1.473 -3.912 1.966
H -0.801 -3.152 1.836
C -1.031 -3.961 -1.153
O -2.116 -4.440 -0.360
H -0.611 -3.076 -0.766
H -0.330 -4.778 -1.258
H -1.466 -3.642 -2.144
H -2.389 -3.638 0.118
C 0.106 5.441 -0.868
O -0.794 4.368 -1.102
H 1.001 5.342 -1.471
H -0.352 6.402 -1.026
H 0.419 5.349 0.181
H -0.896 4.150 -2.062
C -4.711 0.209 -2.204
O -5.489 -0.767 -2.961
H -3.797 0.396 -2.764
H -5.230 1.186 -2.142
H -4.324 -0.147 -1.311
H -6.250 -1.093 -2.428
C 1.831 -1.785 -2.066
O 1.465 -0.573 -1.353
H 2.785 -1.482 -2.578
H 1.829 -2.602 -1.380
H 1.065 -2.012 -2.832
H 0.569 -0.781 -0.907
C -3.988 -1.992 2.715
O -2.829 -1.892 1.848
H -4.028 -2.999 3.106
H -3.997 -1.312 3.591
H -4.856 -1.729 2.123
H -2.554 -0.968 1.727
C -1.061 -1.846 5.151
O -0.243 -0.756 5.657
H -1.072 -1.877 4.027
H -0.504 -2.630 5.614
H -2.081 -1.972 5.590
H -0.609 0.123 5.394
C -0.944 1.364 0.464
O -0.938 -0.039 0.849
H 0.053 1.737 0.653
H -1.186 1.468 -0.549
H -1.648 1.898 1.100
H -0.313 -0.304 1.523

=====

(2)
92
Properties=species:S:1:pos:R:3 method="wB97M-V/def2-TZVPD" molar_mass_g_mol=861.7 orbital_gap_ha=0.355 charge=0
O -1.759 1.687 -5.901
P -0.711 0.493 -5.640
O 0.668 0.736 -6.677
O -1.499 -1.038 -6.079
Cl -0.237 -2.180 -6.052
O -0.365 0.522 -3.934
C 0.954 1.100 -3.635
B 1.063 2.732 -3.902
O 0.048 3.733 -3.450
O 2.282 3.242 -4.623
H 1.420 0.104 -6.476
H 1.119 0.962 -2.461
H 1.848 0.519 -4.163
H 0.495 4.621 -3.682
H 1.895 3.913 -5.286
C -4.193 -3.197 -6.158
N -3.485 -4.431 -6.591
O -2.282 -4.518 -6.321
O -4.158 -5.279 -7.190
H -3.483 -2.543 -5.647
H -4.588 -2.712 -7.053
H -4.997 -3.497 -5.482
C -2.135 0.599 -0.598
N -0.848 0.046 -0.095
O 0.169 0.287 -0.756
O -0.895 -0.614 0.950
H -1.944 1.154 -1.519
H -2.804 -0.243 -0.787
H -2.535 1.259 0.175
C -4.346 2.860 3.538
N -3.155 2.840 2.648
O -3.031 1.872 1.889
O -2.377 3.798 2.735
H -4.939 1.961 3.355
H -3.987 2.881 4.569
H -4.921 3.757 3.300
C 1.302 -2.449 0.118
N 2.550 -3.157 -0.277
O 2.767 -3.290 -1.487
O 3.276 -3.560 0.639
H 0.763 -2.152 -0.785
H 0.704 -3.142 0.713
H 1.591 -1.572 0.701
C 3.526 -0.531 3.245
N 2.333 0.357 3.202
O 2.149 1.009 2.167
O 1.614 0.376 4.208
H 4.063 -0.447 2.298
H 4.153 -0.199 4.075
H 3.171 -1.552 3.398
C -2.003 1.633 7.146
N -3.434 1.229 7.147
O -3.971 1.048 8.246
O -3.979 1.103 6.044
H -1.655 1.704 8.179
H -1.444 0.867 6.603
H -1.934 2.602 6.648
C 5.093 -0.594 -1.883
N 4.457 0.548 -1.172
O 4.707 0.674 0.033
O 3.726 1.285 -1.843
H 5.706 -1.155 -1.174
H 4.293 -1.221 -2.281
H 5.710 -0.181 -2.684
C 1.225 -0.292 9.241
N 0.188 0.730 9.547
O -0.691 0.418 10.359
O 0.286 1.815 8.964
H 1.016 -1.193 9.822
H 1.174 -0.503 8.171
H 2.194 0.128 9.517
C 2.519 -6.439 -2.752
N 3.227 -7.674 -3.185
O 4.431 -7.760 -2.915
O 2.554 -8.521 -3.784
H 3.229 -5.786 -2.240
H 2.124 -5.954 -3.647
H 1.716 -6.740 -2.076
C -7.689 0.359 1.107
N -6.272 0.503 1.536
O -5.424 0.655 0.649
O -6.051 0.460 2.752
H -7.735 0.415 0.017
H -8.042 -0.613 1.458
H -8.255 1.175 1.560
C 5.204 5.061 -2.601
N 4.011 5.949 -2.645
O 3.828 6.600 -3.680
O 3.293 5.967 -1.639
H 5.742 5.145 -3.548
H 5.832 5.393 -1.771
H 4.850 4.040 -2.448

=====

(3)
93
Properties=species:S:1:pos:R:3 method="wB97M-V/def2-TZVPD" molar_mass_g_mol=1060.9 orbital_gap_ha=0.312 charge=0
Ca 14.898 -19.862 -14.223
Ca 12.642 -20.530 -10.047
Ca 14.596 -17.482 -11.047
Ca 11.256 -16.430 -13.093
S 13.981 -16.393 -14.151
O 12.668 -16.593 -14.821
O 14.741 -17.674 -14.107
O 14.746 -15.331 -14.731
O 13.600 -16.165 -12.708
S 15.885 -20.599 -11.484
O 17.189 -21.018 -11.058
O 14.850 -20.710 -10.428
O 15.868 -19.173 -11.946
O 15.391 -21.331 -12.697
S 12.102 -19.635 -12.876
O 11.178 -18.602 -13.327
O 12.783 -20.343 -13.998
O 13.210 -19.060 -12.095
O 11.394 -20.526 -11.932
S 12.186 -17.000 -9.590
O 11.491 -16.773 -10.897
O 13.351 -16.074 -9.657
O 11.334 -16.765 -8.464
O 12.818 -18.369 -9.610
C 7.993 -19.604 -13.045
O 8.694 -19.438 -11.836
H 7.788 -18.645 -13.533
H 8.508 -20.256 -13.753
H 7.005 -20.016 -12.843
H 9.547 -19.904 -11.875
C 10.008 -20.229 -8.167
O 10.307 -20.977 -9.339
H 9.343 -19.379 -8.347
H 9.602 -20.874 -7.386
H 10.920 -19.752 -7.789
H 9.478 -21.385 -9.670
C 7.881 -16.211 -11.647
O 8.985 -16.685 -12.442
H 7.069 -16.933 -11.609
H 8.232 -16.013 -10.629
H 7.586 -15.244 -12.046
H 9.111 -17.624 -12.164
C 10.505 -18.760 -16.638
O 10.699 -19.278 -17.966
P 9.938 -20.626 -18.333
O 8.539 -20.474 -18.658
O 10.154 -21.617 -17.120
C 11.401 -22.255 -16.840
O 10.906 -21.206 -19.435
C 10.883 -20.593 -20.744
H 11.457 -18.642 -16.128
H 9.914 -19.430 -16.005
H 9.914 -17.846 -16.678
H 12.060 -22.257 -17.706
H 11.203 -23.290 -16.575
H 11.875 -21.705 -16.026
H 10.913 -21.403 -21.466
H 11.724 -19.909 -20.845
H 9.975 -20.012 -20.917
C 11.340 -26.348 -10.664
O 11.757 -25.115 -10.037
P 12.910 -24.246 -10.615
O 12.926 -22.892 -10.078
O 14.198 -25.065 -10.214
C 15.484 -24.399 -10.339
O 12.689 -24.398 -12.160
C 13.440 -23.697 -13.143
H 12.143 -26.735 -11.286
H 10.485 -26.126 -11.301
H 11.056 -27.031 -9.873
H 15.413 -23.435 -10.839
H 16.111 -25.035 -10.961
H 15.912 -24.289 -9.350
H 13.009 -22.735 -13.409
H 13.560 -24.349 -14.012
H 14.474 -23.512 -12.841
C 5.661 -25.181 -9.722
O 6.780 -25.145 -10.593
P 7.373 -23.779 -11.098
O 7.520 -22.789 -10.034
O 8.703 -24.294 -11.720
C 9.585 -23.475 -12.519
O 6.478 -23.374 -12.334
C 5.257 -22.625 -12.095
H 4.789 -25.470 -10.319
H 5.424 -24.228 -9.246
H 5.782 -25.932 -8.946
H 9.077 -22.927 -13.313
H 10.263 -24.159 -13.024
H 10.180 -22.838 -11.851
H 5.123 -21.970 -12.951
H 5.323 -22.042 -11.180
H 4.421 -23.322 -12.126

=====

(4)
69
Properties=species:S:1:pos:R:3 method="wB97M-V/def2-TZVPD" molar_mass_g_mol=516.4 e_above_lowest_kcal_mol=386.17 orbital_gap_ha=0.319 charge=0
C -0.065 0.634 4.870
O -1.300 0.157 5.395
H 0.403 -0.161 4.289
H -0.285 1.497 4.240
H 0.629 1.063 5.593
H -1.933 0.879 5.397
C 0.258 -1.602 2.605
O -0.689 -1.782 1.593
H 1.095 -1.006 2.242
H -0.090 -1.086 3.500
H 0.765 -2.519 2.906
H -0.393 -2.576 1.141
C 0.592 -3.834 -0.438
O -0.037 -3.453 0.736
H -0.154 -3.940 -1.225
H 1.314 -3.093 -0.783
H 1.143 -4.770 -0.346
H -0.084 -4.183 1.358
C -0.365 -1.930 -5.058
O -0.688 -1.153 -3.974
P -0.158 -1.563 -2.406
O 1.345 -1.826 -2.219
O -1.227 -2.722 -1.988
C -2.608 -2.407 -2.142
O -0.567 -0.266 -1.471
C -0.894 -0.392 -0.084
H 0.150 -1.433 -5.880
H -1.284 -2.272 -5.533
H -0.039 -2.935 -4.789
H -2.758 -1.328 -2.168
H -3.163 -2.754 -1.271
H -3.006 -2.980 -2.980
H -1.274 -1.387 0.146
H -1.523 0.480 0.092
H -0.064 -0.216 0.601
C -3.830 3.123 0.406
O -2.728 3.323 1.337
P -1.314 2.553 1.181
O -1.002 1.962 -0.144
O -0.170 3.654 1.482
C 0.016 4.684 0.526
O -1.513 1.599 2.468
C -1.496 0.153 2.336
H -4.671 2.600 0.861
H -3.481 2.608 -0.490
H -4.315 4.039 0.068
H -0.873 4.748 -0.102
H 0.923 4.564 -0.067
H 0.080 5.711 0.888
H -2.469 -0.316 2.483
H -0.839 -0.276 3.092
H -1.040 -0.232 1.424
C 1.111 1.074 -3.219
O 2.440 1.124 -2.679
P 2.756 0.975 -1.075
O 2.638 2.257 -0.304
O 1.806 -0.229 -0.518
C 1.603 -0.339 0.903
O 4.275 0.374 -0.890
C 5.365 1.136 -1.315
H 0.451 1.175 -2.357
H 0.921 0.176 -3.806
H 0.808 1.908 -3.852
H 2.297 0.255 1.497
H 1.717 -1.405 1.098
H 0.577 -0.045 1.125
H 5.443 1.036 -2.398
H 6.207 0.687 -0.788
H 5.263 2.204 -1.123

=====

Computed E (Ha) in order:
-1531.23951; -4014.42164; -8141.38237; -2632.91072